(P)
DFT (ωB97M-V/def2-TZVPD) results for a cluster of 2 separate species, C2H2S3 in total.

Last column: Mulliken charge in e.
Cartesian coordinates (Å):
C 0.13964 -1.83219 -0.51702  -0.138
C -0.47895 0.69713 0.53619  0.141
S 1.26315 -1.84288 -1.60977  -0.121
S -1.34159 0.88585 1.89148  -0.180
S 0.53055 1.72608 -0.31444  -0.116
H -0.84525 -2.39574 -0.60823  0.262
H 0.73245 2.76174 0.62179  0.152

Properties
Multiplicity   1
HOMO (alpha / beta)   -0.295 / -0.302 hartree

=====

(Q)
DFT (ωB97M-V/def2-TZVPD) results for a structure of composition C2H2S3.

Last column: Mulliken charge in e.
Cartesian coordinates (Å):
S -1.21856 1.54229 2.02559  -0.245
S 1.21780 0.47689 0.59176  -0.039
S -1.32541 -0.49749 -0.18742  -0.036
C -0.49619 0.50093 0.95596  0.165
C 0.43207 -0.50403 -0.76701  -0.485
H 0.83016 -1.49973 -0.87166  0.325
H 0.56014 -0.01888 -1.74721  0.314

Properties
Multiplicity   1
HOMO   -0.321 hartree

=====

(P) is the least stable structure shown above.